{
  "formula": "C27H34N7O2PS6Ti",
  "method": "the ωB97M-V functional and the def2-TZVPD basis",
  "species": ["Ti", "C", "C", "N", "N", "C", "N", "S", "C", "C", "C", "C", "C", "N", "H", "H", "H", "H", "H", "H", "H", "H", "H", "H", "S", "C", "S", "C", "C", "S", "S", "S", "C", "N", "C", "N", "C", "N", "C", "P", "C", "C", "H", "H", "H", "H", "H", "H", "H", "H", "H", "H", "H", "H", "H", "C", "C", "C", "C", "C", "C", "C", "C", "C", "C", "O", "O", "H", "H", "H", "H", "H", "H", "H", "H", "H", "H", "H"],
  "xyz": [[-0.0127, -0.2476, -0.7490], [1.0360, 2.5603, 2.3245], [0.5123, 1.3392, 1.6313], [1.2222, 0.6824, 0.6780], [2.4035, 1.2201, 0.2218], [3.0610, 0.5305, -0.7189], [4.1289, 1.1361, -1.3189], [2.6385, -1.0660, -1.0221], [-0.7604, 0.8198, 1.8305], [-1.6827, 1.2028, 2.8616], [-2.9186, 0.6527, 2.9041], [-3.3060, -0.3116, 1.9130], [-2.4088, -0.6565, 0.9595], [-1.1508, -0.1363, 0.8899], [1.1336, 3.3962, 1.6221], [2.0180, 2.3795, 2.7737], [0.3556, 2.8804, 3.1075], [2.5567, 2.2154, 0.3247], [4.0587, 2.1242, -1.5135], [4.5004, 0.5932, -2.0823], [-1.3935, 1.9463, 3.5910], [-3.6211, 0.9460, 3.6739], [-4.3003, -0.7338, 1.9019], [-2.6664, -1.3609, 0.1802], [0.3336, -6.3083, -5.1630], [0.2662, -4.9782, -4.2007], [-0.0365, -5.0405, -2.4979], [-0.0070, -3.3161, -2.1941], [0.2513, -2.5269, -3.2503], [0.3456, -0.8046, -3.2017], [0.5022, -3.3630, -4.7714], [-0.4111, -2.7159, -0.6071], [1.5800, -4.8801, 3.1229], [0.4708, -4.0096, 3.7153], [1.0615, -3.2058, 4.8676], [2.1795, -2.4475, 4.4419], [3.2037, -3.3345, 3.9020], [2.7069, -4.1003, 2.7685], [2.4682, -3.2548, 1.5910], [1.1465, -1.9470, 1.8189], [-0.0970, -3.0923, 2.6737], [1.8185, -1.3712, 3.4976], [1.1729, -5.3725, 2.2402], [1.8455, -5.6205, 3.8801], [-0.2661, -4.6182, 4.0708], [1.3608, -3.9171, 5.6397], [0.2766, -2.5516, 5.2470], [3.5220, -4.0236, 4.6888], [4.0587, -2.7419, 3.5822], [2.1837, -3.8756, 0.7385], [3.3960, -2.7464, 1.3279], [-0.5917, -3.6793, 1.9000], [-0.8458, -2.4546, 3.1508], [1.0580, -0.7411, 3.9656], [2.7010, -0.7504, 3.3276], [-3.0504, 5.9294, -5.1131], [-2.5067, 4.8200, -4.2566], [-3.3425, 4.0094, -3.5052], [-2.8565, 2.9594, -2.7366], [-3.8403, 2.1464, -1.9328], [-1.4693, 2.7191, -2.7116], [-0.6012, 3.5441, -3.4555], [0.8958, 3.3539, -3.4795], [-1.1405, 4.5716, -4.2125], [-0.9306, 1.6203, -1.8894], [0.2682, 1.6353, -1.4379], [-1.6139, 0.5928, -1.5809], [-4.1237, 6.0487, -4.9742], [-2.8618, 5.7146, -6.1666], [-2.5642, 6.8779, -4.8801], [-4.4107, 4.1958, -3.5065], [-4.8331, 2.5876, -2.0108], [-3.5511, 2.1005, -0.8826], [-3.8777, 1.1214, -2.2967], [1.3424, 3.7690, -2.5738], [1.3250, 3.8603, -4.3434], [1.1573, 2.2985, -3.5188], [-0.4730, 5.2009, -4.7917]],
  "mulliken_charge": [-0.608, -1.887, 0.716, 1.860, -0.840, 0.453, -0.569, -0.256, 0.288, -1.225, -0.802, -1.141, -0.681, 1.471, 0.302, 0.312, 0.509, 0.237, 0.222, 0.281, 0.304, 0.459, 0.534, 0.428, -0.278, 0.126, -0.099, -0.197, 0.253, -0.423, -0.119, -0.395, -0.776, 0.215, -0.735, 0.216, -0.902, 0.200, -1.457, 2.257, -1.708, -1.787, 0.431, 0.343, 0.332, 0.345, 0.401, 0.298, 0.380, 0.345, 0.522, 0.634, 0.393, 0.495, 0.366, -1.546, 0.664, -0.994, 0.821, -1.386, 0.438, 0.813, -1.339, -0.987, 0.872, -0.279, -0.496, 0.359, 0.326, 0.347, 0.290, 0.382, 0.235, 0.234, 0.185, 0.428, 0.180, 0.411],
  "homo_ev": [-5.6, -5.6],
  "e_above_lowest_kcal_mol": 36.79,
  "e_lumo_ha": [-0.017, -0.017],
  "homo_lumo_gap_ha": [0.1891, 0.1891]
}

{
  "formula": "C27H34O11",
  "method": "the ωB97M-V functional and the def2-TZVPD basis",
  "species": ["C", "O", "C", "C", "C", "C", "C", "O", "C", "C", "C", "C", "O", "C", "C", "C", "C", "C", "O", "C", "O", "C", "C", "O", "C", "O", "C", "O", "C", "O", "C", "O", "C", "C", "C", "C", "O", "C", "H", "H", "H", "H", "H", "H", "H", "H", "H", "H", "H", "H", "H", "H", "H", "H", "H", "H", "H", "H", "H", "H", "H", "H", "H", "H", "H", "H", "H", "H", "H", "H", "H", "H"],
  "xyz": [[8.9274, 1.0532, -2.0482], [8.2104, -0.1127, -1.7311], [7.2045, -0.0377, -0.7979], [6.8306, 1.1506, -0.1805], [5.7981, 1.2004, 0.7371], [5.1006, 0.0476, 1.0636], [3.9606, 0.1099, 2.0561], [3.5059, -1.1703, 2.4673], [2.3115, -1.4761, 1.7880], [1.5656, -0.1460, 1.6379], [2.7204, 0.8612, 1.5106], [2.6891, 1.1765, 0.0086], [1.3270, 1.1287, -0.3476], [0.7529, 0.0249, 0.3315], [-0.7120, 0.2473, 0.5993], [-1.5104, -0.8195, 0.9827], [-2.8487, -0.6170, 1.2701], [-3.4032, 0.6461, 1.1622], [-4.7264, 0.9054, 1.4980], [-5.7127, 0.3791, 0.6735], [-5.7201, -1.0255, 0.7486], [-6.7909, -1.6216, 0.0355], [-6.6903, -3.1296, 0.2794], [-6.8431, -3.4439, 1.6347], [-6.7123, -1.2782, -1.4564], [-7.8176, -1.8378, -2.1096], [-6.6840, 0.2453, -1.6240], [-6.5272, 0.5341, -2.9922], [-5.5468, 0.8345, -0.7893], [-5.5918, 2.2318, -0.9050], [-2.6048, 1.7286, 0.7558], [-3.2440, 2.9310, 0.6336], [-2.4830, 4.0589, 0.2646], [-1.2599, 1.5178, 0.4928], [5.4796, -1.1429, 0.4711], [6.5185, -1.2166, -0.4528], [6.7303, -2.4711, -0.9396], [7.8699, -2.7798, -1.7103], [8.2815, 1.8181, -2.4915], [9.6711, 0.7439, -2.7815], [9.4362, 1.4673, -1.1717], [7.3509, 2.0642, -0.4187], [5.5384, 2.1420, 1.1964], [4.3292, 0.6047, 2.9645], [2.5249, -1.9064, 0.7974], [1.7739, -2.2118, 2.3877], [0.9443, 0.0462, 2.5134], [2.5295, 1.7710, 2.0804], [3.0627, 2.1693, -0.2410], [3.2600, 0.4255, -0.5555], [0.8694, -0.8805, -0.2879], [-1.0853, -1.8083, 1.0628], [-3.4828, -1.4349, 1.5701], [-6.6581, 0.7870, 1.0728], [-7.7503, -1.2533, 0.4307], [-7.4899, -3.6336, -0.2642], [-5.7171, -3.4777, -0.0954], [-6.2517, -2.8656, 2.1325], [-5.7743, -1.6845, -1.8701], [-7.8494, -1.4472, -2.9929], [-7.6365, 0.6668, -1.2615], [-6.3262, 1.4755, -3.0609], [-4.5857, 0.4411, -1.1648], [-4.9618, 2.6093, -0.2669], [-3.1839, 4.8918, 0.2471], [-2.0395, 3.9342, -0.7277], [-1.6948, 4.2622, 0.9944], [-0.6146, 2.3203, 0.1774], [4.9831, -2.0639, 0.7302], [8.7925, -2.5158, -1.1891], [7.8305, -3.8600, -1.8518], [7.8502, -2.2841, -2.6828]],
  "mulliken_charge": [-0.956, -0.443, 1.244, -0.500, -0.960, -0.608, -0.040, -0.498, -0.902, -0.117, -0.132, -0.843, -0.466, 0.205, -1.024, -0.877, -0.553, 0.540, -0.571, -0.408, -0.160, 0.091, -0.821, -0.578, -0.102, -0.568, -0.068, -0.586, 0.240, -0.684, 0.884, -0.543, -1.044, -0.151, -0.260, 0.295, -0.467, -0.777, 0.353, 0.255, 0.366, 0.387, 0.491, 0.537, 0.340, 0.391, 0.420, 0.495, 0.355, 0.416, 0.526, 0.461, 0.543, 0.397, 0.371, 0.382, 0.313, 0.349, 0.262, 0.397, 0.266, 0.421, 0.155, 0.467, 0.251, 0.401, 0.378, 0.676, 0.548, 0.302, 0.289, 0.246],
  "homo_ev": -8.1,
  "e_above_lowest_kcal_mol": 30.43,
  "e_lumo_ha": 0.020,
  "homo_lumo_gap_ha": 0.3194
}

{
  "formula": "C27H35AsEuN4O7",
  "method": "the ωB97M-V functional and the def2-TZVPD basis",
  "species": ["O", "H", "Eu", "N", "N", "N", "N", "O", "O", "O", "O", "C", "C", "C", "C", "C", "H", "H", "H", "C", "H", "H", "H", "C", "C", "H", "H", "H", "H", "H", "H", "H", "H", "C", "H", "H", "H", "O", "H", "H", "O", "As", "C", "C", "C", "C", "C", "C", "C", "C", "C", "C", "C", "C", "C", "C", "C", "C", "C", "C", "H", "H", "H", "H", "H", "H", "H", "H", "H", "H", "H", "H", "H", "H", "H"],
  "xyz": [[-0.2984, -2.2068, -6.6032], [-1.0396, -1.8224, -6.0877], [-0.4636, 0.0495, -2.0171], [1.0338, -0.9778, -2.6701], [-1.1273, -1.7195, -1.5917], [0.2742, 1.9066, -2.2013], [-1.7842, 1.0288, -0.8629], [2.3834, -0.6090, -2.7697], [1.4174, 2.3355, -2.9035], [-2.9137, 0.5306, -0.1894], [-2.2805, -2.1069, -0.8939], [-0.4528, -2.7400, -2.3336], [0.7240, -2.3515, -2.8817], [-0.3175, 2.7900, -1.4871], [-1.5250, 2.2751, -0.6990], [1.7050, -3.1907, -3.6913], [1.8540, -2.7086, -4.6589], [1.3471, -4.1978, -3.8856], [2.6660, -3.2525, -3.1831], [-1.0977, -4.1186, -2.4208], [-2.0727, -4.0229, -2.8992], [-1.2359, -4.5370, -1.4246], [-0.5153, -4.8224, -3.0097], [0.0878, 4.2622, -1.3480], [-2.3164, 3.2559, 0.1738], [0.7236, 4.5931, -2.1689], [0.6409, 4.4193, -0.4227], [-0.7790, 4.9215, -1.3518], [-2.9156, 2.7456, 0.9272], [-2.9947, 3.8491, -0.4387], [-1.6595, 3.9335, 0.7175], [1.4504, 1.6617, -3.6221], [-2.9401, -0.3853, -0.5083], [-1.7692, 0.0913, -3.5450], [-2.1583, 0.1004, -4.5634], [-1.8761, 1.1551, -3.3522], [-2.5953, -0.3807, -3.0163], [1.7843, 1.0072, -6.1896], [1.4560, 0.0915, -6.5747], [1.0365, 1.1269, -5.5264], [0.6927, -0.1893, -0.0318], [0.4204, -0.1023, 1.6339], [-0.8539, -1.2692, 2.6501], [-2.0590, -1.7438, 2.1441], [-2.9373, -2.5130, 2.9143], [-2.6238, -2.8062, 4.2384], [-1.4428, -2.3084, 4.7893], [-0.5755, -1.5355, 4.0075], [2.1930, -0.7148, 2.2302], [2.3472, -1.9665, 2.8539], [3.6034, -2.4018, 3.2783], [4.7238, -1.5940, 3.0796], [4.5865, -0.3574, 2.4438], [3.3282, 0.0772, 2.0143], [0.1043, 1.7244, 2.2569], [-0.9784, 1.9603, 3.1211], [-1.2263, 3.2430, 3.6136], [-0.3941, 4.3019, 3.2473], [0.6822, 4.0762, 2.3831], [0.9303, 2.7907, 1.8855], [-2.3379, -1.4976, 1.1769], [-3.8676, -2.8681, 2.4867], [-3.3025, -3.3985, 4.8395], [-1.2054, -2.5153, 5.8247], [0.3216, -1.1448, 4.4663], [1.5059, -2.6261, 3.0058], [3.7084, -3.3661, 3.7590], [5.6974, -1.9300, 3.4109], [5.4557, 0.2659, 2.2838], [3.2455, 1.0317, 1.5231], [-1.6340, 1.1553, 3.4212], [-2.0627, 3.4136, 4.2797], [-0.5865, 5.2953, 3.6296], [1.3226, 4.8994, 2.0967], [1.7595, 2.6360, 1.2139]],
  "mulliken_charge": [-0.347, 0.349, -1.665, 1.245, 1.454, 0.959, 0.765, -0.495, -0.485, -0.595, -0.834, 0.102, 0.239, 0.527, 0.615, -1.398, 0.255, 0.397, 0.322, -1.621, 0.306, 0.300, 0.416, -1.469, -1.877, 0.458, 0.175, 0.433, 0.430, 0.446, 0.367, 0.286, 0.454, -1.186, 0.600, 0.326, 0.367, -0.627, 0.362, 0.289, -0.148, 1.466, -0.218, -0.187, -0.709, -0.432, -0.876, -0.334, 0.385, -0.440, -0.793, -0.460, -0.831, -0.269, 0.756, -0.423, -0.795, -0.537, -0.963, -0.413, 0.370, 0.444, 0.408, 0.423, 0.652, 0.515, 0.418, 0.405, 0.414, 0.199, 0.435, 0.437, 0.415, 0.430, 0.614],
  "s2": 12.235,
  "multiplicity": 7,
  "homo_ev": [-10.1, -11.4],
  "e_lumo_ha": [-0.158, -0.159],
  "homo_lumo_gap_ha": [0.2138, 0.2590],
  "total_charge": 1
}

| no. | electronic energy (hartree) |
| --- | --- |
| 1 | -5163.04596 |
| 2 | -1876.82653 |
| 3 | -4740.60254 |